A 14-piece molecular cluster, C41H69N19O5 overall. Source: OMol25; level of theory: ωB97M-V/def2-TZVPD.

Last column: Mulliken charge in e.
Element x y z (Å)
1 C 11.202 10.168 37.999  0.411
2 O 10.746 11.263 38.305  -0.731
3 N 12.275 10.042 37.165  -0.316
4 N 10.741 8.961 38.489  -0.345
5 H 12.896 10.837 37.017  0.342
6 H 12.550 9.115 36.918  0.167
7 H 9.951 8.916 39.100  0.178
8 H 11.196 8.107 38.240  0.138
9 C 12.008 10.596 47.113  0.317
10 O 12.512 11.117 48.109  -0.709
11 N 11.881 9.224 46.958  -0.147
12 N 11.714 11.319 45.971  0.503
13 H 12.115 8.697 47.779  0.175
14 H 11.570 8.762 46.127  0.144
15 H 11.857 12.308 45.974  0.105
16 H 11.240 10.822 45.235  -0.485
17 C 14.103 12.977 38.407  0.589
18 O 14.036 12.206 37.405  -0.823
19 N 14.991 12.739 39.457  -0.183
20 N 13.407 14.183 38.496  -0.173
21 H 15.312 11.783 39.557  0.060
22 H 15.206 13.439 40.134  0.162
23 H 13.469 14.800 39.304  -0.062
24 H 12.573 14.268 37.935  0.266
25 C 10.241 14.824 38.297  0.416
26 O 9.909 16.007 38.458  -0.653
27 N 10.926 14.387 37.138  -0.496
28 N 9.985 13.792 39.217  0.425
29 H 11.027 13.390 37.027  0.234
30 H 11.100 15.060 36.419  0.193
31 H 10.002 12.826 38.905  0.507
32 H 9.366 14.003 39.985  -0.523
33 C 15.724 11.009 45.053  0.454
34 O 16.833 10.465 45.020  -0.726
35 N 14.607 10.213 44.956  0.080
36 N 15.519 12.373 44.992  -0.283
37 H 13.681 10.610 44.903  -0.122
38 H 14.808 9.234 44.952  0.219
39 H 14.663 12.789 45.297  0.184
40 H 16.408 12.846 44.998  0.236
41 C 11.064 13.122 42.565  0.097
42 C 12.160 12.494 41.700  1.086
43 C 11.956 10.990 41.462  1.317
44 C 11.594 10.194 42.615  -0.390
45 N 11.269 9.567 43.507  -0.215
46 H 10.121 13.187 42.018  -0.350
47 H 11.299 14.165 42.797  0.324
48 H 10.916 12.603 43.507  -0.219
49 H 13.064 12.556 42.316  -0.324
50 H 12.283 12.984 40.739  -0.362
51 H 12.829 10.644 40.907  -0.637
52 H 11.134 10.814 40.752  -0.069
53 C 8.417 13.850 48.330  -1.276
54 C 8.543 12.331 48.245  -0.437
55 C 7.873 11.720 47.012  0.000
56 C 8.354 12.303 45.761  0.070
57 N 8.737 12.739 44.784  -0.441
58 H 8.965 14.241 47.472  0.350
59 H 8.911 14.179 49.241  0.391
60 H 7.377 14.165 48.319  0.303
61 H 8.182 11.803 49.128  0.422
62 H 9.601 12.062 48.170  0.024
63 H 6.789 11.883 46.981  0.409
64 H 7.973 10.633 46.983  0.119
65 N 5.454 9.894 45.511  0.079
66 C 5.740 8.862 46.366  -0.562
67 C 6.883 8.257 45.942  -0.719
68 C 7.382 9.018 44.831  0.154
69 C 6.492 10.021 44.630  -1.074
70 H 4.583 10.363 45.364  0.210
71 H 5.080 8.609 47.178  0.401
72 H 7.454 7.503 46.448  0.432
73 H 8.333 8.801 44.377  0.578
74 H 6.485 10.764 43.848  0.467
75 N 15.590 15.994 41.659  0.082
76 C 15.351 17.149 40.954  -0.627
77 C 14.023 17.119 40.600  -1.108
78 C 13.456 15.916 41.099  1.161
79 C 14.442 15.268 41.819  -1.742
80 H 16.487 15.702 41.998  0.232
81 H 16.128 17.874 40.803  0.454
82 H 13.450 17.868 40.078  0.468
83 H 12.451 15.578 40.898  0.371
84 H 14.449 14.313 42.319  1.082
85 N 7.347 13.056 41.790  0.301
86 C 7.155 14.235 41.137  -1.128
87 C 6.499 13.976 39.958  -0.292
88 C 6.228 12.584 39.957  -0.938
89 C 6.807 12.022 41.063  -0.388
90 H 7.846 12.983 42.648  0.296
91 H 7.588 15.114 41.585  0.806
92 H 6.239 14.706 39.212  0.493
93 H 5.704 12.109 39.140  0.395
94 H 6.882 10.984 41.334  0.529
95 N 9.557 18.153 43.319  0.002
96 C 10.625 17.401 42.927  -0.776
97 C 10.325 16.772 41.755  0.971
98 C 9.021 17.210 41.396  -1.454
99 C 8.567 18.038 42.367  -0.729
100 H 9.476 18.790 44.083  0.164
101 H 11.489 17.377 43.573  0.473
102 H 10.942 16.072 41.223  -0.154
103 H 8.523 16.908 40.489  0.759
104 H 7.629 18.557 42.461  0.410
105 N 12.208 4.819 44.078  0.006
106 C 12.321 5.799 45.026  -0.147
107 C 12.534 5.205 46.247  -0.368
108 C 12.661 3.813 45.999  -0.880
109 C 12.492 3.600 44.656  -0.324
110 H 12.042 5.052 43.112  0.301
111 H 12.211 6.827 44.725  0.125
112 H 12.605 5.726 47.188  0.439
113 H 12.797 3.065 46.763  0.375
114 H 12.461 2.723 44.035  0.415
115 N 16.255 10.008 41.829  0.261
116 C 15.091 9.303 41.701  -0.567
117 C 14.827 9.176 40.359  0.537
118 C 15.952 9.718 39.669  -1.750
119 C 16.848 10.142 40.610  -0.388
120 H 16.704 10.145 42.730  0.169
121 H 14.561 9.012 42.590  0.428
122 H 14.014 8.603 39.942  0.565
123 H 16.103 9.652 38.604  0.387
124 H 17.809 10.616 40.518  0.402
125 N 10.832 4.915 40.245  0.042
126 C 11.002 6.227 40.604  -1.013
127 C 12.301 6.368 41.004  0.227
128 C 12.941 5.090 40.910  -1.015
129 C 12.016 4.268 40.324  -0.431
130 H 9.971 4.537 39.902  0.174
131 H 10.217 6.952 40.504  0.556
132 H 12.744 7.222 41.495  0.655
133 H 13.914 4.855 41.302  0.433
134 H 12.084 3.199 40.192  0.388

HOMO-LUMO gap = 8.34 eV
HOMO energy = -8.08 eV
electronic energy = -3020.4137 Ha
spin multiplicity = 1